one) A molecular structure, C4H6N3, computed with ωB97M-V/def2-TZVPD.

Geometry as XYZ:
```
13
C4H6N3 (ωB97M-V/def2-TZVPD)
C 1.8353 -0.4285 -1.7715
C 0.4007 -0.3335 -1.9638
C 1.1741 0.4274 0.5803
C -1.2014 0.1779 1.1694
N 2.4305 -0.0418 -0.7136
N -0.0276 0.1429 0.3644
N -0.4315 -0.1176 -1.0694
H 2.4892 -0.8991 -2.5787
H -0.1257 -0.5231 -2.9992
H 1.7838 0.9304 1.3462
H -1.7338 -0.9022 1.2651
H -1.0005 0.4813 2.2044
H -1.8346 0.8143 0.5072
```

Summary:
- total charge = +1
- gap between HOMO and LUMO (eV) = 10.64


two) A gas-phase ion, C4H6N3 (charge +1), computed with ωB97M-V/def2-TZVPD.

Geometry as XYZ:
```
13
C4H6N3 (ωB97M-V/def2-TZVPD)
C -2.5151 -0.4091 -0.2959
C -0.9843 -0.6829 -0.3222
C 0.3458 1.4601 0.5033
C 2.5443 0.1864 0.0359
N -3.1641 0.3914 0.3606
N 1.2304 0.5854 0.1240
N -0.1198 0.2196 0.0093
H -2.9515 -1.1200 -1.0150
H -0.6818 -1.6625 -0.6924
H -2.5278 0.8279 1.0298
H 3.1082 1.2057 -0.0145
H 3.0437 -0.3178 1.0129
H 2.6721 -0.6843 -0.7359
```

Summary:
- total charge = +1
- gap between HOMO and LUMO (eV) = 9.12


Result of the stability comparison: one) is the most stable of them.


one) C2H6N2O in the gas phase, computed with ωB97M-V/def2-TZVPD.

Geometry as XYZ:
```
11
C2H6N2O (ωB97M-V/def2-TZVPD)
N -0.6283 1.0137 0.9451
C 0.5079 0.4747 0.3194
C 0.2751 -0.2077 -1.0627
N -0.0957 -1.3831 -1.1865
O -0.5820 -1.9598 -0.0467
H -0.7504 2.0032 0.5653
H -1.3775 0.3390 0.4983
H 1.4337 1.1502 0.2391
H 0.9224 -0.2723 0.9847
H 0.6865 0.2052 -1.9327
H -0.3917 -1.3631 0.6767
```

Summary:
- total charge = 0
- gap between HOMO and LUMO (eV) = 10.54


two) C2H6N2O in the gas phase, computed with ωB97M-V/def2-TZVPD.

Geometry as XYZ:
```
11
C2H6N2O (ωB97M-V/def2-TZVPD)
C -1.8367 -0.1415 -0.0657
O -0.4148 -0.2783 0.0963
C 0.3775 0.8780 -0.0109
N 1.7155 0.7257 -0.0085
N 2.1113 -0.6159 -0.1476
H -2.2172 0.1920 0.8822
H -2.2128 -1.2121 -0.3638
H -2.0934 0.6404 -0.7986
H 0.0428 1.9243 -0.0421
H 3.0672 -0.7672 0.3171
H 1.4607 -1.3454 0.1415
```

Summary:
- total charge = 0
- gap between HOMO and LUMO (eV) = 9.19


three) C2H6N2O in the gas phase, computed with ωB97M-V/def2-TZVPD.

Geometry as XYZ:
```
11
C2H6N2O (ωB97M-V/def2-TZVPD)
N -0.2262 -0.4720 -1.2894
C 0.1268 0.3054 -0.1015
N -0.8901 1.2005 0.3303
C 0.7059 -0.5952 0.9309
O 1.9382 -0.6315 0.9232
H -0.5507 -1.4040 -1.0538
H 0.5612 -0.5573 -1.9209
H 1.2511 0.7255 -0.2655
H -1.4675 0.8426 1.0825
H -1.5165 1.5122 -0.4029
H 0.0677 -0.9262 1.7670
```

Summary:
- total charge = 0
- gap between HOMO and LUMO (eV) = 10.14


Result of the stability comparison: three) is the most stable of them.


one) C2H6N2O in the gas phase, computed with ωB97M-V/def2-TZVPD.

Geometry as XYZ:
```
11
C2H6N2O (ωB97M-V/def2-TZVPD)
N -0.6455 -0.1729 1.6477
C 0.3127 0.2927 0.6518
N -0.3478 0.2931 -0.6353
C 0.2587 -0.2544 -1.7346
O 1.2423 -0.9505 -1.6890
H -0.2864 -0.5200 2.5254
H -1.2284 -0.8852 1.2353
H 1.2563 -0.2344 0.4883
H 0.6062 1.3013 0.9582
H -0.8891 1.1325 -0.7870
H -0.2790 -0.0021 -2.6608
```

Summary:
- total charge = 0
- gap between HOMO and LUMO (eV) = 10.40


two) C2H6N2O in the gas phase, computed with ωB97M-V/def2-TZVPD.

Geometry as XYZ:
```
11
C2H6N2O (ωB97M-V/def2-TZVPD)
C 0.8042 0.9296 1.2906
N 1.1575 -0.3514 0.8474
C 0.3952 -0.6268 -0.0461
N -0.7097 0.1989 -0.4366
O -1.1979 -0.4835 -1.4859
H 1.0179 1.9044 0.5912
H 1.4739 1.1232 2.1210
H -0.3414 0.8791 1.5662
H 0.3597 -1.4982 -0.6072
H -0.9340 1.1822 -0.7426
H -2.3241 -0.4725 -1.3845
```

Summary:
- total charge = 0
- gap between HOMO and LUMO (eV) = 9.62


Result of the stability comparison: one) is the most stable of them.


one) 2 unconnected molecules or ions with the total composition C2H6N2O, computed with ωB97M-V/def2-TZVPD.

Geometry as XYZ:
```
11
C2H6N2O (ωB97M-V/def2-TZVPD)
H -0.6678 -1.6411 2.1356
N -0.4979 -1.4249 1.1802
C 0.6421 -0.7816 1.2608
N 1.3938 -0.3803 0.0726
H 1.1149 -0.6514 2.2750
H 0.8453 -0.5203 -0.7561
H 2.4525 -0.2606 -0.0290
C -1.3465 1.3535 -1.5002
O -0.5044 0.6915 -2.1000
H -2.4024 1.2853 -1.6514
H -1.0295 2.3299 -0.8876
```

Summary:
- total charge = 0
- gap between HOMO and LUMO (eV) = 9.76


two) 2 unconnected molecules or ions with the total composition C2H6N2O, computed with ωB97M-V/def2-TZVPD.

Geometry as XYZ:
```
11
C2H6N2O (ωB97M-V/def2-TZVPD)
H -0.8724 -1.4824 -1.8066
N -0.1476 -0.7464 -1.7991
N 0.8494 -0.9722 -1.1210
H 0.9654 -1.8435 -0.6147
C 0.2576 0.1640 1.3523
C 0.1767 1.0027 0.3407
O -0.9446 1.6798 0.0061
H -0.6998 -0.0988 1.8553
H 1.2202 -0.3158 1.6797
H 1.0256 1.2998 -0.2241
H -1.8305 1.3126 0.3315
```

Summary:
- total charge = 0
- gap between HOMO and LUMO (eV) = 9.49


Result of the stability comparison: one) is the most stable of them.